Here is a molecular structure, C2HKNaO3 from the OMol25 dataset. Energies are from ωB97M-V/def2-TZVPD.

ORCA input file:
```
! RIJCOSX wB97M-V def2-TZVPD def2/J DEFGRID3
* xyz 0 2
C 0.05414 0.97982 1.51988
H 0.67015 1.85757 1.80376
O 0.87472 0.44399 0.45615
C 0.44000 -0.57162 -0.28900
O -0.80531 -0.81282 -0.36764
O 1.22347 -0.94842 -1.20774
K -0.38493 -0.86058 -3.26632
Na -2.07225 -0.08796 1.35091
*
```

Properties
- LUMO (alpha / beta): -0.87 / -0.92 eV
- Relative energy (zero: lowest compared OMol25 entry of this formula, charge and spin): 4.9 kcal/mol

The molecule's Mulliken atomic charges, reported in e, are given here: atom 1 (C): -0.788, atom 2 (H): 0.149, atom 3 (O): -0.288, atom 4 (C): 0.882, atom 5 (O): -0.857, atom 6 (O): -0.819, atom 7 (K): 0.927, atom 8 (Na): 0.794


Here is C5H14N2S in the gas phase from the OMol25 dataset. Energies are from ωB97M-V/def2-TZVPD.

ORCA input file:
```
! RIJCOSX wB97M-V def2-TZVPD def2/J DEFGRID3
* xyz 0 1
C 0.41720 -0.49850 0.06646
N 0.49300 0.87713 -0.41119
C 0.83251 1.85570 0.64650
C -0.12505 1.92695 1.84483
S -1.66593 2.79900 1.43604
C 0.03388 -1.40030 -1.09102
N -1.38326 -1.36226 -1.42366
C 0.51347 -2.82763 -0.98170
H 1.39148 -0.79884 0.44965
H -0.32864 -0.64656 0.86256
H -0.47736 1.09821 -0.65091
H 0.71129 2.82560 0.16037
H 1.88063 1.68989 0.89983
H -0.46001 0.93003 2.13245
H 0.40542 2.39981 2.66602
H 0.58477 -0.97870 -1.94194
H -1.08824 3.72346 0.65397
H -1.66683 -0.53986 -1.93666
H -1.94030 -1.38173 -0.56947
H 1.45752 -2.92528 -0.44693
H -0.20349 -3.44335 -0.42757
H 0.61795 -3.32277 -1.93762
*
```

Properties
- LUMO: 0.87 eV
- Relative energy (zero: lowest compared OMol25 entry of this formula, charge and spin): 5.3 kcal/mol
- Structure (SMILES): C[C@@H](N)CNCCS

The molecule's Mulliken atomic charges, reported in e, are given here: atom 1 (C): -0.586, atom 2 (N): -0.321, atom 3 (C): -0.827, atom 4 (C): -0.472, atom 5 (S): -0.199, atom 6 (C): 0.307, atom 7 (N): -0.646, atom 8 (C): -1.429, atom 9 (H): 0.388, atom 10 (H): 0.160, atom 11 (H): 0.274, atom 12 (H): 0.322, atom 13 (H): 0.402, atom 14 (H): 0.290, atom 15 (H): 0.376, atom 16 (H): 0.286, atom 17 (H): 0.110, atom 18 (H): 0.269, atom 19 (H): 0.265, atom 20 (H): 0.363, atom 21 (H): 0.342, atom 22 (H): 0.328


Here is C5H5N3 in the gas phase from the OMol25 dataset. Energies are from ωB97M-V/def2-TZVPD.

ORCA input file:
```
! RIJCOSX wB97M-V def2-TZVPD def2/J DEFGRID3
* xyz 0 1
C -3.47223 1.09775 -0.11950
C 0.82265 0.66142 -0.16091
C -2.42355 1.68225 0.06313
C 0.81924 -0.81515 -0.02532
C 2.24136 -2.82873 0.07738
N 0.05080 1.64866 -0.09505
N 1.68922 -1.67706 0.07856
N -1.15973 2.12854 0.25074
H -4.39485 0.65459 -0.29934
H 1.94172 0.92579 -0.18665
H 1.82538 -3.68208 -0.50615
H 3.20391 -2.95724 0.67699
H -1.14394 3.16125 0.24613
*
```

Properties
- LUMO (alpha / beta): -0.20 / -0.20 eV
- Relative energy (zero: lowest compared OMol25 entry of this formula, charge and spin): 166.4 kcal/mol

The molecule's Mulliken atomic charges, reported in e, are given here: atom 1 (C): -0.438, atom 2 (C): -0.013, atom 3 (C): 0.079, atom 4 (C): -0.041, atom 5 (C): -0.385, atom 6 (N): -0.305, atom 7 (N): -0.119, atom 8 (N): -0.183, atom 9 (H): 0.432, atom 10 (H): 0.240, atom 11 (H): 0.232, atom 12 (H): 0.216, atom 13 (H): 0.285


Here is 8 unconnected molecules or ions with the total composition C31H51N3O15 from the OMol25 dataset. Energies are from ωB97M-V/def2-TZVPD.

ORCA input file:
```
! RIJCOSX wB97M-V def2-TZVPD def2/J DEFGRID3
* xyz 0 1
C 7.84924 -20.19453 -2.54001
C 6.99988 -20.61395 -1.28076
C 6.18359 -19.54210 -0.59812
O 4.98517 -20.14772 -0.29803
C 4.98619 -21.33440 -0.81603
O 3.94268 -22.06307 -0.79398
O 6.07901 -21.68195 -1.46394
H 8.49978 -20.97794 -2.86387
H 8.56922 -19.52744 -2.07821
H 7.32146 -19.88474 -3.45289
H 7.64573 -20.95755 -0.45906
H 5.80747 -18.70586 -1.29948
H 6.72616 -19.19272 0.29932
C 1.60412 -20.57152 6.08190
C 0.64879 -19.98670 7.14261
C 0.09140 -18.61802 6.80375
O -1.21761 -18.72691 7.25543
C -1.52323 -19.92601 7.38679
O -2.65264 -20.24587 7.68220
O -0.46509 -20.72477 7.31919
H 1.08203 -20.87783 5.09454
H 2.08853 -21.48887 6.44712
H 2.45147 -19.93455 5.86739
H 1.08344 -20.04552 8.16305
H 0.19093 -18.30296 5.79303
H 0.52219 -17.76749 7.33540
C 8.44694 -18.18240 10.25829
C 8.70548 -17.37056 9.01947
C 9.96201 -16.38770 9.09907
O 10.74624 -17.01080 8.16024
C 10.22077 -18.04428 7.57819
O 10.79909 -18.86077 6.80296
O 8.90820 -18.27470 7.99723
H 7.85342 -19.08129 10.18093
H 8.04780 -17.69145 11.16766
H 9.39872 -18.56559 10.52708
H 7.80143 -16.85389 8.81777
H 10.40484 -16.40340 10.13741
H 9.61430 -15.36654 8.85045
C 10.38634 -20.10421 2.68935
C 9.62785 -19.41989 1.60630
C 9.95709 -17.95227 1.35350
O 10.71834 -18.02376 0.11933
C 10.60683 -19.15705 -0.43963
O 11.01035 -19.41915 -1.57374
O 9.88677 -20.04096 0.29600
H 10.49264 -19.52956 3.68148
H 11.42501 -20.51743 2.29552
H 9.70757 -20.93739 2.94669
H 8.63715 -19.41447 2.00180
H 10.54535 -17.50784 2.16522
H 9.17719 -17.29514 1.21720
C 3.72105 -21.74435 2.70827
O 4.35617 -20.93745 3.72576
C 5.74678 -20.92117 3.77803
O 6.56507 -21.10697 2.64729
O 6.22182 -20.69001 5.07530
C 7.61348 -20.47265 5.18167
H 3.60349 -21.18418 1.80974
H 2.77821 -22.08404 3.09415
H 4.39793 -22.56135 2.43326
H 8.24204 -21.41970 5.10313
H 7.98234 -19.87599 6.07462
H 7.93020 -19.70571 4.47513
C -1.70393 -21.02041 4.01500
C -1.55988 -19.67047 3.38042
C -1.15622 -19.71211 1.86268
C -0.07317 -20.66819 1.60445
N 0.72078 -21.44788 1.36548
H -2.09307 -21.08044 5.06848
H -0.75316 -21.41769 4.14757
H -2.22559 -21.82724 3.41500
H -0.85222 -19.09330 3.98851
H -2.57605 -19.27675 3.47730
H -0.92991 -18.75077 1.48235
H -2.09389 -20.07359 1.42602
C 2.51293 -18.35206 3.03081
C 3.80232 -17.59567 3.37948
C 4.95765 -17.81841 2.38844
C 6.30103 -17.50388 2.89183
N 7.41062 -17.26371 3.23498
H 2.70812 -19.22547 2.54412
H 1.77122 -17.78153 2.39424
H 1.90689 -18.57065 3.95978
H 4.03360 -18.05513 4.41325
H 3.61935 -16.58512 3.56588
H 4.95121 -17.09490 1.62165
H 4.85890 -18.77252 1.81066
C 5.57044 -17.66409 6.71633
C 5.44607 -18.73786 7.81488
C 4.58069 -18.11132 8.87947
C 4.49396 -18.97954 10.01593
N 4.53262 -19.64411 10.95812
H 4.53891 -17.34588 6.43955
H 6.03373 -18.26795 6.00278
H 6.32298 -16.89344 6.86317
H 6.39829 -19.03070 8.19549
H 4.90625 -19.59376 7.36440
H 3.58611 -17.89565 8.60583
H 5.09106 -17.13948 9.18317
*
```

Properties
- LUMO: -0.07 eV
- Relative energy (zero: lowest compared OMol25 entry of this formula, charge and spin): 31.4 kcal/mol
- Structure (SMILES): C[C@H]1COC(=O)O1.C[C@H]1COC(=O)O1.C[C@H]1COC(=O)O1.C[C@H]1COC(=O)O1.COC(=O)OC.CCCC#N.CCCC#N.CCCC#N

Results of the Mulliken charge analysis, in e, for atoms 1 through 99: atom 1 (C): -1.380, atom 2 (C): 0.635, atom 3 (C): 0.256, atom 4 (O): -0.219, atom 5 (C): 0.555, atom 6 (O): -0.673, atom 7 (O): -0.367, atom 8 (H): 0.395, atom 9 (H): 0.297, atom 10 (H): 0.330, atom 11 (H): 0.165, atom 12 (H): 0.309, atom 13 (H): -0.338, atom 14 (C): -0.323, atom 15 (C): 0.746, atom 16 (C): -0.371, atom 17 (O): -0.325, atom 18 (C): 0.613, atom 19 (O): -0.615, atom 20 (O): -0.390, atom 21 (H): -0.491, atom 22 (H): 0.545, atom 23 (H): -0.083, atom 24 (H): 0.312, atom 25 (H): 0.038, atom 26 (H): 0.284, atom 27 (C): -1.702, atom 28 (C): 0.770, atom 29 (C): -0.363, atom 30 (O): -0.292, atom 31 (C): 0.528, atom 32 (O): -0.606, atom 33 (O): -0.229, atom 34 (H): 0.332, atom 35 (H): 0.326, atom 36 (H): 0.526, atom 37 (H): 0.086, atom 38 (H): 0.275, atom 39 (H): 0.321, atom 40 (C): -1.244, atom 41 (C): 2.166, atom 42 (C): -0.587, atom 43 (O): -0.344, atom 44 (C): 0.610, atom 45 (O): -0.619, atom 46 (O): -0.418, atom 47 (H): 0.213, atom 48 (H): 0.304, atom 49 (H): 0.256, atom 50 (H): -1.012, atom 51 (H): 0.324, atom 52 (H): 0.362, atom 53 (C): -0.976, atom 54 (O): 0.281, atom 55 (C): 0.446, atom 56 (O): -0.588, atom 57 (O): -0.233, atom 58 (C): 0.205, atom 59 (H): 0.295, atom 60 (H): 0.280, atom 61 (H): 0.332, atom 62 (H): 0.510, atom 63 (H): -0.276, atom 64 (H): -0.210, atom 65 (C): -1.075, atom 66 (C): 0.295, atom 67 (C): -0.597, atom 68 (C): 0.260, atom 69 (N): -0.417, atom 70 (H): 0.304, atom 71 (H): 0.116, atom 72 (H): 0.344, atom 73 (H): -0.247, atom 74 (H): 0.327, atom 75 (H): 0.371, atom 76 (H): 0.356, atom 77 (C): -0.550, atom 78 (C): 0.298, atom 79 (C): 0.541, atom 80 (C): 0.050, atom 81 (N): -0.634, atom 82 (H): -0.207, atom 83 (H): 0.485, atom 84 (H): -0.222, atom 85 (H): -0.824, atom 86 (H): 0.902, atom 87 (H): 0.766, atom 88 (H): -0.658, atom 89 (C): -0.427, atom 90 (C): -0.448, atom 91 (C): -0.111, atom 92 (C): -0.044, atom 93 (N): -0.509, atom 94 (H): 0.345, atom 95 (H): -0.331, atom 96 (H): 0.344, atom 97 (H): 0.283, atom 98 (H): 0.400, atom 99 (H): 0.280


Here is a molecular structure, C11H12Cl2Eu from the OMol25 dataset. Energies are from ωB97M-V/def2-TZVPD.

ORCA input file:
```
! RIJCOSX wB97M-V def2-TZVPD def2/J DEFGRID3
* xyz -2 8
C 1.22667 -2.24733 2.84841
C 1.29007 -2.40456 1.42204
C -0.04979 -2.36561 0.91806
H 2.18966 -2.63062 0.84722
C -0.93245 -2.19532 2.02745
C -0.14437 -2.13000 3.21954
H -0.53382 -2.15375 4.24035
H 2.06194 -2.34869 3.54443
H -0.35676 -2.56313 -0.11042
H -2.02003 -2.28023 2.00034
Eu 0.56282 0.39191 1.53776
Cl 1.14429 1.20994 3.85652
C 0.43931 2.62459 -2.56582
C -0.79135 1.98622 -2.91143
C -0.48152 0.75111 -3.55989
H -1.78804 2.38383 -2.74179
C 0.94128 0.62827 -3.61935
C 1.50988 1.78589 -3.00283
H 2.57084 2.00562 -2.91751
H 0.54071 3.59582 -2.08936
H -1.20054 0.04673 -3.96922
H 1.49218 -0.18611 -4.08319
Cl -2.95579 0.53827 1.67263
C -1.61427 1.49915 1.26107
H -1.60253 1.74061 0.20612
H -1.49841 2.31742 1.96887
*
```

Properties
- LUMO (alpha / beta): 5.41 / 5.38 eV

The molecule's Mulliken atomic charges, reported in e, are given here: atom 1 (C): -0.434, atom 2 (C): -0.668, atom 3 (C): -0.631, atom 4 (H): 0.406, atom 5 (C): -0.525, atom 6 (C): -0.404, atom 7 (H): 0.338, atom 8 (H): 0.330, atom 9 (H): 0.394, atom 10 (H): 0.435, atom 11 (Eu): 1.034, atom 12 (Cl): -0.718, atom 13 (C): -0.603, atom 14 (C): -0.541, atom 15 (C): -0.551, atom 16 (H): 0.399, atom 17 (C): -0.499, atom 18 (C): -0.598, atom 19 (H): 0.383, atom 20 (H): 0.369, atom 21 (H): 0.351, atom 22 (H): 0.371, atom 23 (Cl): -0.300, atom 24 (C): -0.779, atom 25 (H): 0.148, atom 26 (H): 0.291


Here is a molecular structure, C12H11N4OS6SeW from the OMol25 dataset. Energies are from ωB97M-V/def2-TZVPD.

ORCA input file:
```
! RIJCOSX wB97M-V def2-TZVPD def2/J DEFGRID3
* xyz 1 3
W 0.37420 -0.02653 0.92740
O 2.66930 -4.74156 5.32410
C 2.13696 -3.95246 4.54211
S 0.84088 -4.23013 3.30309
C 0.61702 -2.57003 2.88307
C 1.51076 -1.65557 3.37104
S 1.47360 0.01671 2.93763
S 2.74424 -2.23894 4.37834
S -0.73311 -2.12895 1.88509
S 1.67129 1.63629 0.05850
C 1.29632 1.29925 -1.68640
N 2.03012 0.49104 -2.49142
C 1.96705 0.84827 -3.90942
C 0.70047 1.66447 -4.13355
S 0.45150 2.51457 -2.54936
H 2.41457 -0.38832 -2.01862
H 1.99143 -0.00321 -4.58704
H 2.89172 1.35994 -4.08179
H -0.18015 1.04071 -4.37463
H 0.87201 2.46930 -4.87490
Se 3.61011 -3.17428 -0.27705
C 2.18225 -2.20524 -0.11179
N 1.17347 -1.49652 -0.15309
N -1.28205 -0.13465 -0.91141
C -2.03695 0.74377 -0.15465
C -3.32901 1.21446 -0.41229
C -3.98428 1.95513 0.51838
C -3.40332 2.22740 1.77355
C -2.15380 1.67085 2.06064
N -1.46172 0.99407 1.04611
H -0.98653 0.26212 -1.77646
H -1.67466 -1.08645 -0.99953
H -3.81447 0.82533 -1.24773
H -5.02471 2.21897 0.27112
H -3.95479 2.69821 2.56447
H -1.59969 1.88195 2.90646
*
```

Properties
- LUMO (alpha / beta): -4.41 / -4.53 eV
- Relative energy (zero: lowest compared OMol25 entry of this formula, charge and spin): 22.6 kcal/mol

The molecule's Mulliken atomic charges, reported in e, are given here: atom 1 (W): 0.999, atom 2 (O): -0.519, atom 3 (C): 0.556, atom 4 (S): -0.073, atom 5 (C): 0.082, atom 6 (C): 0.306, atom 7 (S): -0.242, atom 8 (S): -0.127, atom 9 (S): -0.354, atom 10 (S): -0.318, atom 11 (C): 0.184, atom 12 (N): 0.032, atom 13 (C): -0.664, atom 14 (C): -0.496, atom 15 (S): 0.020, atom 16 (H): 0.196, atom 17 (H): 0.351, atom 18 (H): 0.346, atom 19 (H): 0.302, atom 20 (H): 0.407, atom 21 (Se): -0.029, atom 22 (C): 0.332, atom 23 (N): -0.623, atom 24 (N): -0.376, atom 25 (C): 0.428, atom 26 (C): -0.789, atom 27 (C): -0.083, atom 28 (C): -0.789, atom 29 (C): -0.235, atom 30 (N): -0.073, atom 31 (H): 0.112, atom 32 (H): 0.283, atom 33 (H): 0.480, atom 34 (H): 0.392, atom 35 (H): 0.424, atom 36 (H): 0.557